72
Properties=species:S:1:pos:R:3:forces:R:3 method="wB97M-V/def2-TZVPD" charge=+2 s2=6.016 e_homo_ha="-0.4839 / -0.4838" lumo_energy_ev="-6.35 / -8.06" multiplicity=5 e_tot_ha=-5067.95369
Rh 11.144 11.421 12.184 -0.9 0.6 0.6
C 11.458 15.056 9.488 -0.2 2.5 1.1
C 11.100 13.871 10.214 -1.0 -1.7 0.4
N 11.735 13.326 11.184 1.1 0.9 0.1
N 12.871 13.945 11.682 -0.1 -0.5 0.0
C 13.629 13.295 12.590 0.3 0.6 0.0
N 14.541 14.042 13.217 -0.1 -0.8 -0.3
S 13.496 11.601 12.822 0.0 -0.1 0.0
C 9.844 13.164 9.857 -0.3 -0.2 -1.0
C 9.031 13.588 8.792 1.6 2.0 0.2
C 7.932 12.853 8.475 -1.1 -0.9 -1.3
C 7.622 11.715 9.178 0.3 0.3 0.3
C 8.484 11.359 10.216 -1.2 0.0 -0.7
N 9.573 12.024 10.522 0.5 0.7 0.3
H 11.277 15.008 8.449 -0.2 -0.3 -1.1
H 12.492 15.331 9.629 0.2 0.3 -0.1
H 10.790 15.895 9.863 0.8 -0.7 -0.3
H 13.230 14.821 11.317 -0.5 -0.1 0.0
H 14.624 15.043 13.110 -0.2 -0.1 0.0
H 15.247 13.583 13.771 -0.1 0.0 0.1
H 9.243 14.528 8.193 -0.1 -1.4 1.0
H 7.336 13.047 7.581 0.1 0.4 0.4
H 6.742 11.168 8.872 0.1 -0.3 0.4
H 8.230 10.518 10.800 0.1 -1.0 0.6
Br 12.141 12.584 19.915 0.0 -0.1 0.4
C 11.628 11.719 18.341 0.0 -1.2 -0.1
C 11.419 10.320 18.271 0.1 0.9 1.8
C 10.997 9.733 17.112 -0.1 -0.3 -0.4
C 10.798 10.510 15.980 0.4 -0.1 -0.7
C 11.133 11.860 15.999 -0.5 0.5 -0.2
C 11.498 12.474 17.219 0.1 0.5 -1.7
C 10.999 12.663 14.715 -0.1 0.7 0.5
O 11.493 13.758 14.465 -0.8 -2.0 0.4
O 10.181 11.999 13.810 1.3 0.4 -0.2
H 11.526 9.767 19.216 0.0 0.0 -0.6
H 10.839 8.660 17.062 -0.1 0.1 0.1
H 10.464 10.036 15.049 0.1 0.3 0.5
H 11.693 13.538 17.241 0.0 0.0 0.0
C 14.962 7.055 13.280 0.7 0.3 -1.2
C 14.761 7.325 11.913 0.3 -0.2 0.0
C 13.572 7.878 11.492 -0.2 0.0 -1.3
C 12.593 8.205 12.418 -0.5 -0.2 0.3
C 12.835 7.995 13.763 -0.5 0.3 1.4
C 14.026 7.415 14.213 -1.1 0.5 -0.8
P 10.998 8.928 12.019 0.3 0.8 -0.1
C 10.522 8.616 10.321 -0.6 0.1 -0.1
C 10.917 9.549 9.363 0.4 0.4 -1.1
C 10.502 9.435 8.020 0.7 0.2 0.9
C 9.707 8.349 7.717 -1.3 -0.4 -1.1
C 9.192 7.445 8.664 0.4 0.1 0.5
C 9.595 7.603 10.006 0.8 0.6 -2.0
C 9.712 8.351 13.148 0.2 -0.5 -0.2
C 9.813 7.067 13.723 -1.9 1.2 0.6
C 8.777 6.658 14.570 0.7 0.0 -0.6
C 7.687 7.461 14.808 -0.2 0.3 0.7
C 7.593 8.706 14.232 -0.1 0.7 -1.0
C 8.590 9.172 13.369 0.5 0.0 0.3
H 15.901 6.621 13.560 0.2 -0.2 0.3
H 15.516 7.100 11.142 -0.3 0.0 0.7
H 13.397 8.000 10.408 0.1 0.1 0.7
H 12.047 8.295 14.497 0.9 -0.3 -0.5
H 14.168 7.275 15.254 0.2 -0.2 0.7
H 11.579 10.405 9.595 -0.3 -0.6 0.2
H 10.837 10.174 7.253 -0.4 -0.8 0.7
H 9.379 8.238 6.676 0.2 -0.1 0.4
H 8.519 6.611 8.349 0.7 0.9 0.4
H 9.324 6.903 10.738 -0.6 -0.8 0.9
H 10.616 6.404 13.571 1.0 -0.5 -0.3
H 8.836 5.701 15.029 0.1 -0.7 0.3
H 6.916 7.206 15.531 0.1 -0.4 -0.2
H 6.688 9.269 14.413 0.2 0.3 0.0
H 8.595 10.204 12.961 -0.3 -0.9 0.3

68
Properties=species:S:1:pos:R:3:forces:R:3 method="wB97M-V/def2-TZVPD" charge=+1 e_homo_ha=-0.4323 lumo_energy_ev=-4.45 e_tot_ha=-4204.42950
C 4.065 1.449 3.675 -0.2 0.6 0.4
C 3.373 2.817 3.565 -0.5 -0.9 -0.4
C 2.081 2.708 2.736 0.3 0.2 0.4
C 0.954 2.133 3.600 0.2 0.9 0.1
C 0.075 3.240 4.132 0.2 -0.1 0.1
N 0.200 1.135 2.770 0.3 -0.3 -0.2
Br -1.416 0.476 3.487 0.0 0.2 0.1
H 3.349 0.646 3.538 -0.1 -0.3 -0.1
H 4.851 1.360 2.939 0.2 -0.2 -0.1
H 4.471 1.322 4.671 0.3 -0.1 0.1
H 3.075 3.156 4.549 0.2 0.3 0.3
H 4.035 3.543 3.115 0.1 0.3 0.0
H 1.774 3.703 2.438 -0.1 0.1 -0.4
H 2.249 2.103 1.848 0.1 0.0 -0.2
H 1.392 1.631 4.453 -0.1 -0.7 0.0
H -0.674 2.884 4.827 -0.3 0.0 0.0
H -0.352 3.838 3.335 -0.3 0.0 -0.2
H 0.732 3.892 4.696 0.1 0.2 0.1
H 0.017 1.510 1.830 -0.3 0.2 -0.1
H 0.799 0.317 2.636 -0.1 0.0 -0.1
C -2.754 1.401 -4.270 0.0 0.0 0.1
C -3.112 1.481 -2.929 0.0 0.0 0.0
C -2.186 1.889 -1.985 -0.1 0.0 0.0
C -0.892 2.212 -2.378 0.1 0.1 0.0
C -0.527 2.111 -3.725 0.0 0.0 0.1
C -1.465 1.713 -4.667 -0.1 0.0 0.0
C 0.867 2.401 -4.169 0.1 0.0 -0.2
O 1.186 2.310 -5.333 0.0 0.0 0.0
C 1.862 2.795 -3.132 0.0 0.0 0.0
C 3.186 3.013 -3.495 0.1 0.0 0.0
C 4.116 3.381 -2.535 -0.1 0.0 0.1
C 3.725 3.552 -1.210 0.0 0.0 -0.1
C 2.404 3.347 -0.853 0.2 0.0 0.2
C 1.477 2.949 -1.802 -0.2 0.0 0.0
C 0.086 2.664 -1.359 0.0 -0.1 -0.1
O -0.226 2.770 -0.181 0.0 -0.2 0.3
H -3.482 1.089 -5.006 0.0 0.0 0.0
H -4.117 1.226 -2.621 0.0 0.0 0.0
H -2.462 1.959 -0.943 0.1 0.0 0.0
H -1.180 1.646 -5.708 0.1 0.0 0.0
H 3.484 2.885 -4.526 -0.1 0.0 0.0
H 5.147 3.541 -2.819 0.0 0.0 0.0
H 4.449 3.852 -0.464 0.0 0.0 0.0
H 2.071 3.473 0.166 0.0 0.1 0.0
C -1.230 -5.255 -3.670 0.0 0.1 0.0
C -0.894 -3.905 -3.687 0.0 0.0 0.0
C -0.990 -3.150 -2.531 0.0 0.0 -0.1
C -1.433 -3.740 -1.354 0.0 -0.1 0.0
C -1.788 -5.093 -1.341 0.0 0.1 0.1
C -1.676 -5.847 -2.501 0.0 0.0 -0.1
C -2.301 -5.742 -0.101 0.0 -0.2 0.0
O -2.600 -6.915 -0.083 0.0 0.0 0.0
C -2.441 -4.901 1.123 0.0 0.0 0.0
C -2.959 -5.459 2.285 0.0 0.0 0.1
C -3.079 -4.689 3.430 0.0 0.0 0.0
C -2.677 -3.356 3.420 0.0 0.0 0.0
C -2.169 -2.798 2.261 0.0 0.0 0.1
C -2.052 -3.564 1.112 0.0 -0.1 -0.1
C -1.514 -2.922 -0.118 0.1 0.2 0.0
O -1.150 -1.759 -0.098 0.0 0.0 0.0
H -1.147 -5.844 -4.573 0.0 0.0 0.0
H -0.555 -3.444 -4.604 0.0 0.0 0.0
H -0.725 -2.102 -2.538 0.0 0.0 0.1
H -1.942 -6.895 -2.484 0.0 0.0 0.1
H -3.267 -6.496 2.288 0.0 0.0 -0.1
H -3.486 -5.126 4.332 0.0 0.0 0.0
H -2.770 -2.758 4.319 0.0 0.0 0.0
H -1.860 -1.765 2.212 0.0 -0.1 0.0

76
Properties=species:S:1:pos:R:3:forces:R:3 method="wB97M-V/def2-TZVPD" charge=+1 s2=0.771 e_homo_ha="-0.3810 / -0.3810" lumo_energy_ev="-3.17 / -3.55" multiplicity=2 e_tot_ha=-3978.22559
Fe -0.658 0.819 0.778 0.6 0.6 0.6
N -4.083 2.386 2.664 0.0 0.0 0.1
C -3.076 1.965 1.890 0.1 0.0 -0.2
S -1.518 1.686 2.646 -0.4 -0.2 -0.2
N -3.343 1.806 0.608 -0.1 0.1 0.1
N -2.260 1.401 -0.094 0.1 0.0 -0.1
C -2.298 1.307 -1.380 0.1 0.0 0.0
C -3.469 1.667 -2.210 0.0 0.0 0.0
C -3.394 2.761 -3.067 0.0 0.0 0.0
C -4.485 3.108 -3.849 0.0 0.0 0.0
C -5.650 2.358 -3.785 0.0 0.0 0.0
C -5.728 1.267 -2.931 0.0 0.0 0.0
C -4.643 0.925 -2.140 0.0 0.0 0.0
C -1.031 0.835 -1.978 0.0 0.0 0.0
C -0.811 0.746 -3.342 0.0 0.0 0.0
C 0.441 0.356 -3.793 0.0 0.0 0.0
C 1.436 0.058 -2.878 0.0 0.0 0.0
C 1.138 0.130 -1.528 0.0 -0.1 0.0
N -0.062 0.499 -1.096 -0.6 0.0 0.1
H -3.917 2.611 3.629 0.0 0.0 0.0
H -4.935 2.695 2.226 0.0 0.0 0.0
H -2.486 3.351 -3.109 0.0 0.0 0.0
H -4.424 3.965 -4.506 0.0 0.0 0.0
H -6.500 2.626 -4.398 0.0 0.0 0.0
H -6.638 0.684 -2.877 0.0 0.0 0.0
H -4.710 0.082 -1.464 0.0 0.0 0.0
H -1.609 0.990 -4.028 0.0 0.0 0.0
H 0.637 0.288 -4.855 0.0 0.0 0.0
H 2.423 -0.244 -3.195 0.0 0.0 0.0
H 1.866 -0.124 -0.768 0.0 0.0 0.0
O 4.382 1.790 2.220 0.1 0.0 0.0
C 3.990 2.940 1.649 0.0 0.0 0.0
C 4.940 3.960 1.560 0.0 0.0 0.0
C 4.609 5.174 0.997 0.0 0.0 0.0
C 3.324 5.410 0.507 0.0 0.0 0.0
C 2.383 4.412 0.587 0.0 0.0 0.0
C 2.693 3.165 1.151 0.0 0.1 0.0
C 1.650 2.141 1.187 0.1 -0.1 0.0
O 0.502 2.388 0.677 -0.1 -0.3 -0.3
N 1.956 0.954 1.738 0.0 0.1 0.0
N 0.886 0.145 1.649 -0.1 -0.2 0.1
C 0.839 -1.059 2.085 -0.1 0.1 0.0
C -0.447 -1.721 1.859 0.0 0.0 0.0
C -0.730 -3.000 2.300 0.0 0.0 0.0
C -1.973 -3.547 2.021 0.0 0.0 0.0
C -2.898 -2.801 1.311 0.0 0.0 0.0
C -2.554 -1.521 0.911 -0.1 0.0 0.0
N -1.368 -0.991 1.182 0.4 0.0 -0.1
H 3.608 1.190 2.266 0.0 0.0 -0.1
H 5.930 3.768 1.950 0.0 0.0 0.0
H 5.359 5.953 0.941 0.0 0.0 0.0
H 3.071 6.367 0.072 0.0 0.0 0.0
H 1.379 4.565 0.216 0.0 0.0 0.0
H 1.676 -1.538 2.579 0.0 0.0 0.0
H 0.022 -3.547 2.851 0.0 0.0 0.0
H -2.218 -4.546 2.356 0.0 0.0 0.0
H -3.876 -3.192 1.071 0.0 0.0 0.0
H -3.253 -0.890 0.379 0.0 0.0 0.0
N -0.406 -5.489 -1.226 0.0 0.0 0.0
C 0.367 -4.449 -0.832 0.1 0.0 0.0
S 0.002 -2.886 -1.273 -0.1 -0.1 -0.1
N 1.412 -4.811 -0.043 0.0 0.0 0.0
C 2.361 -3.964 0.587 0.0 0.0 0.1
C 2.721 -4.255 1.899 0.0 0.0 0.0
C 3.679 -3.490 2.549 0.0 0.0 0.0
C 4.271 -2.417 1.897 0.0 0.0 0.0
C 3.918 -2.140 0.582 0.0 0.0 0.0
C 2.979 -2.916 -0.082 0.0 0.1 -0.1
H -1.117 -5.282 -1.907 0.0 0.0 0.0
H -0.060 -6.435 -1.194 0.0 0.0 0.0
H 1.428 -5.767 0.279 0.0 0.0 0.0
H 2.257 -5.092 2.410 0.0 0.0 0.0
H 3.958 -3.732 3.566 0.0 0.0 0.0
H 5.010 -1.810 2.401 0.0 0.0 0.0
H 4.398 -1.322 0.060 0.0 0.0 0.0
H 2.728 -2.716 -1.113 0.0 0.0 0.0